Entry 1:
# C6H14NO

2 unconnected molecules or ions with the total composition C6H14NO at a distorted geometry (ωB97M-V with the def2-TZVPD basis set, OMol25).

Structure (XYZ):
```
22
Properties=species:S:1:pos:R:3:lowdin_charge:R:1
C -1.625 2.057 2.389 -0.1925
N -0.178 1.990 2.101 -0.1490
C 0.251 0.543 1.936 -0.5465
O -0.377 -0.100 0.949 -0.3190
H -2.027 1.078 2.101 0.0543
H -2.127 2.844 1.824 0.0505
H -1.798 2.248 3.459 0.0463
H -0.048 2.430 1.199 0.0546
H 0.061 0.130 2.954 0.0745
H 1.355 0.653 1.803 0.0736
C 2.078 -2.387 -1.874 -0.1294
C 1.115 -1.274 -2.239 -0.2094
C -0.091 -1.138 -1.687 -0.1978
C -0.969 0.066 -1.881 -0.1221
H 1.578 -3.098 -1.217 0.0620
H 2.318 -2.907 -2.804 0.0508
H 2.971 -1.968 -1.394 0.0637
H 1.437 -0.627 -3.056 0.0839
H -0.418 -1.931 -1.032 0.0913
H -0.584 0.674 -2.707 0.0584
H -2.015 -0.159 -2.075 0.0564
H -0.857 0.607 -0.931 0.0453
```

The maximum force comes out at 0.01978 hartree/bohr. The charge is -1. As for the energy above the lowest of the compared OMol25 structures with the same formula, charge and spin: 116.04 kJ/mol. For the lowest unoccupied orbital energy, the calculation gives 4.0 eV. The HOMO energy is -2.75 eV.

Entry 2:
# C6H14NO

A gas-phase ion, C6H14NO (charge -1) at a distorted geometry (ωB97M-V with the def2-TZVPD basis set, OMol25).

Structure (XYZ):
```
22
Properties=species:S:1:pos:R:3:lowdin_charge:R:1
C -0.509 2.034 0.954 -0.5194
O -1.179 3.152 0.790 -0.3438
C -0.336 1.253 -0.479 -0.3927
C 0.685 0.067 -0.477 -0.1714
C 0.135 -1.133 0.358 -0.4384
C -0.864 -1.937 -0.507 -0.0869
C 1.237 -2.036 0.912 -0.0914
N 0.084 2.211 -1.527 -0.0040
H -1.167 1.213 1.475 0.0827
H 0.465 2.176 1.467 0.0789
H -1.353 0.876 -0.625 0.1064
H 1.564 0.554 -0.032 0.0985
H 0.887 -0.207 -1.514 0.0916
H -0.421 -0.622 1.137 0.0982
H -0.311 -2.509 -1.255 0.0660
H -1.685 -1.367 -0.923 0.0640
H -1.212 -2.715 0.188 0.0650
H 2.028 -1.353 1.235 0.0665
H 0.803 -2.674 1.678 0.0666
H 1.744 -2.564 0.095 0.0719
H -0.791 2.502 -1.960 0.0464
H 0.197 3.079 -0.988 0.0454
```

Its SMILES is CC(C)C[C@H](N)C[O-]. The maximum force comes out at 0.05001 hartree/bohr. The charge is -1. As for the energy above the lowest of the compared OMol25 structures with the same formula, charge and spin: 73.00 kJ/mol. For the lowest unoccupied orbital energy, the calculation gives 3.6 eV. The HOMO energy is -2.52 eV.

Entry 3:
# C6H14NO

2 unconnected molecules or ions with the total composition C6H14NO (ωB97M-V with the def2-TZVPD basis set, OMol25).

Structure (XYZ):
```
22
Properties=species:S:1:pos:R:3:lowdin_charge:R:1
C 1.439 0.260 -2.496 -0.0115
C 0.113 0.385 -2.519 -0.1992
C -0.789 -0.549 -1.846 -0.2135
C -2.055 -0.244 -1.560 0.0336
H 1.919 -0.637 -2.119 0.0729
H 2.091 0.978 -2.976 0.0708
H -0.357 1.239 -2.993 0.1172
H -0.428 -1.517 -1.504 0.1064
H -2.728 -0.927 -1.064 0.0692
H -2.463 0.710 -1.879 0.0740
C -0.434 0.161 2.166 -0.2546
O -0.698 -0.616 3.301 -0.0161
C 0.833 -0.306 1.440 -0.1158
N 1.334 0.797 0.558 0.1889
H -0.269 1.188 2.497 0.1303
H -1.282 0.162 1.473 0.1211
H -0.985 -1.489 3.011 0.1079
H 1.589 -0.511 2.196 0.1411
H 0.684 -1.181 0.812 0.1265
H 1.312 1.696 1.045 0.1714
H 0.765 0.894 -0.299 0.1136
H 2.286 0.645 0.223 0.1659
```

The maximum force comes out at 0.01275 hartree/bohr. The charge is +1. As for the energy above the lowest of the compared OMol25 structures with the same formula, charge and spin: 162.56 kJ/mol. For the lowest unoccupied orbital energy, the calculation gives -3.4 eV. The HOMO energy is -13.05 eV.

Entry 4:
# C6H14NO

A gas-phase ion, C6H14NO (charge +1) at a distorted geometry (ωB97M-V with the def2-TZVPD basis set, OMol25).

Structure (XYZ):
```
22
Properties=species:S:1:pos:R:3:lowdin_charge:R:1
C -2.239 -1.224 0.932 0.0481
C -1.543 -0.356 0.248 -0.2389
C -2.152 0.594 -0.677 -0.0869
C 0.565 1.258 0.926 -0.0606
C 0.311 -0.204 0.500 -0.2024
C 0.778 -0.582 -0.817 -0.3710
N 2.402 -0.147 -0.700 0.2016
O 0.816 -1.858 -1.068 0.0865
H -1.736 -1.854 1.682 0.0791
H -3.262 -1.406 0.782 0.0661
H -1.500 1.537 -0.805 0.1089
H -2.455 0.214 -1.682 0.1083
H -3.067 0.968 -0.364 0.0605
H 1.369 1.283 1.658 0.0781
H 0.757 1.925 0.070 0.0885
H -0.292 1.597 1.558 0.1088
H 0.633 -0.902 1.213 0.1182
H 0.475 -0.077 -1.671 0.1513
H 2.738 0.793 -0.962 0.1537
H 3.009 -0.372 0.091 0.1559
H 2.807 -0.669 -1.525 0.1723
H 0.708 -2.455 -0.278 0.1739
```

Its SMILES is C=C(C)[C@H](C)[C@@H]([NH3+])O. The maximum force comes out at 0.12380 hartree/bohr. The charge is +1. As for the energy above the lowest of the compared OMol25 structures with the same formula, charge and spin: 254.80 kJ/mol. For the lowest unoccupied orbital energy, the calculation gives -3.4 eV. The HOMO energy is -13.18 eV.

Entry 5:
# C6H14NO

A gas-phase ion, C6H14NO (charge +1) at a distorted geometry (ωB97M-V with the def2-TZVPD basis set, OMol25).

Structure (XYZ):
```
22
Properties=species:S:1:pos:R:3:lowdin_charge:R:1
O 0.125 -1.536 -2.200 0.0709
C -0.359 -0.488 -2.526 -0.2652
C -0.085 0.826 -1.857 -0.1586
C -1.162 1.077 -0.760 -0.1687
C -1.130 0.078 0.442 -0.1685
C 0.248 -0.566 0.850 -0.1758
C 1.048 0.426 1.685 -0.1555
N 1.125 0.037 3.144 0.2080
H -1.136 -0.441 -3.328 0.1384
H -0.101 1.743 -2.463 0.1249
H 0.933 0.761 -1.471 0.1042
H -1.243 2.133 -0.461 0.1144
H -2.140 0.903 -1.224 0.1131
H -1.918 -0.670 0.359 0.1128
H -1.360 0.658 1.363 0.1002
H 0.839 -0.671 -0.051 0.0767
H 0.196 -1.609 1.175 0.1301
H 2.044 0.613 1.261 0.1430
H 0.563 1.401 1.631 0.1284
H 0.202 0.089 3.576 0.1780
H 1.623 -0.850 3.136 0.1746
H 1.657 0.742 3.661 0.1744
```

Its SMILES is [NH3+]CCCCCC=O. The maximum force comes out at 0.03336 hartree/bohr. The charge is +1. As for the energy above the lowest of the compared OMol25 structures with the same formula, charge and spin: 119.56 kJ/mol. For the lowest unoccupied orbital energy, the calculation gives -3.8 eV. The HOMO energy is -12.77 eV.

Entry 6:
# C6H14NO

2 unconnected molecules or ions with the total composition C6H14NO at a distorted geometry (ωB97M-V with the def2-TZVPD basis set, OMol25).

Structure (XYZ):
```
22
Properties=species:S:1:pos:R:3:lowdin_charge:R:1
C 0.799 -0.631 0.386 -0.0233
C -0.619 -1.238 1.824 -0.0240
C -1.236 -1.673 -0.824 0.0229
C 1.557 1.782 -1.498 -0.1705
C -0.340 2.297 -0.215 -0.1283
C -0.224 -1.705 0.387 -0.3060
N 0.323 1.336 -0.988 -0.0561
O 2.037 -0.695 0.582 0.1958
H -0.606 -0.177 1.881 0.0726
H -1.667 -1.607 1.969 0.1293
H -0.141 -1.766 2.618 0.0955
H -1.638 -0.741 -0.818 0.0445
H -0.825 -1.988 -1.676 0.0473
H -1.921 -2.432 -0.448 0.1029
H 2.316 2.046 -0.829 0.0603
H 1.674 2.825 -2.008 0.1400
H 1.991 1.024 -2.332 0.1378
H -0.912 3.042 -0.929 0.1634
H 0.395 2.773 0.396 0.0850
H -1.024 1.656 0.326 0.0674
H 0.036 -2.741 0.540 0.1439
H 2.353 -1.645 0.624 0.1997
```

The maximum force comes out at 0.11898 hartree/bohr. The charge is +1. As for the energy above the lowest of the compared OMol25 structures with the same formula, charge and spin: 681.01 kJ/mol. For the lowest unoccupied orbital energy (alpha / beta), the calculation gives -5.8 / -4.9 eV. The HOMO energy (alpha / beta) is -13.49 / -13.77 eV.

Q: What is the charge in the first record?
A: -1

Q: Which of these has the highest maximum force?
A: number 4

Copy entry 3 word for word.
# C6H14NO

2 unconnected molecules or ions with the total composition C6H14NO (ωB97M-V with the def2-TZVPD basis set, OMol25).

Structure (XYZ):
```
22
Properties=species:S:1:pos:R:3:lowdin_charge:R:1
C 1.439 0.260 -2.496 -0.0115
C 0.113 0.385 -2.519 -0.1992
C -0.789 -0.549 -1.846 -0.2135
C -2.055 -0.244 -1.560 0.0336
H 1.919 -0.637 -2.119 0.0729
H 2.091 0.978 -2.976 0.0708
H -0.357 1.239 -2.993 0.1172
H -0.428 -1.517 -1.504 0.1064
H -2.728 -0.927 -1.064 0.0692
H -2.463 0.710 -1.879 0.0740
C -0.434 0.161 2.166 -0.2546
O -0.698 -0.616 3.301 -0.0161
C 0.833 -0.306 1.440 -0.1158
N 1.334 0.797 0.558 0.1889
H -0.269 1.188 2.497 0.1303
H -1.282 0.162 1.473 0.1211
H -0.985 -1.489 3.011 0.1079
H 1.589 -0.511 2.196 0.1411
H 0.684 -1.181 0.812 0.1265
H 1.312 1.696 1.045 0.1714
H 0.765 0.894 -0.299 0.1136
H 2.286 0.645 0.223 0.1659
```

The maximum force comes out at 0.01275 hartree/bohr. The charge is +1. As for the energy above the lowest of the compared OMol25 structures with the same formula, charge and spin: 162.56 kJ/mol. For the lowest unoccupied orbital energy, the calculation gives -3.4 eV. The HOMO energy is -13.05 eV.